(1)
{"formula": "C5H12O2", "method": "ωB97M-V/def2-TZVPD", "orbital_gap_ev": 10.83, "mol_weight_g_mol": 104.15, "charge": 0, "smiles": "CO[C@@H](C)CCO", "max_force_ev_per_a": 2.787, "relative_energy_ev": 1.845, "multiplicity": 1, "symbols": ["C", "O", "C", "C", "C", "C", "O", "H", "H", "H", "H", "H", "H", "H", "H", "H", "H", "H", "H"], "positions_angstrom": [[-1.794034, -0.448900, 1.393750], [-0.477815, -0.372068, 0.823555], [-0.212608, 0.454580, -0.267526], [-0.410360, 1.925580, 0.082775], [1.213806, 0.147062, -0.718251], [1.451143, -1.323564, -1.071127], [1.493652, -2.173369, 0.052039], [-2.468949, 0.449424, 1.246362], [-1.262320, -0.654154, 2.317883], [-2.409347, -1.274060, 0.979920], [-0.924438, 0.144978, -1.040800], [0.282317, 2.239790, 0.872515], [-1.430868, 2.128547, 0.427445], [-0.230828, 2.536761, -0.804679], [1.926298, 0.441914, 0.065823], [1.415091, 0.768739, -1.597488], [0.679866, -1.645698, -1.794053], [2.420953, -1.427963, -1.570091], [0.738436, -1.917591, 0.601944]], "forces_ev_per_angstrom": [[0.4, 0.1, -0.6], [0.2, -0.2, -0.4], [-0.1, 0.3, -0.5], [0.0, 0.1, -0.1], [0.0, 0.0, -0.1], [0.0, 0.3, -0.4], [-0.2, 0.0, 0.2], [1.3, -0.6, 0.7], [-2.4, 0.0, 1.5], [0.7, 0.0, 0.2], [0.1, 0.3, -0.5], [-0.1, -0.1, -0.1], [0.2, 0.0, -0.1], [0.0, 0.0, 0.1], [-0.2, 0.0, -0.1], [0.1, -0.1, 0.0], [0.1, 0.0, 0.1], [-0.1, 0.0, 0.0], [0.1, -0.1, 0.0]], "lowdin_charge": [-0.06, -0.22, -0.44, -0.04, -0.13, -0.27, -0.07, 0.10, 0.10, 0.09, 0.15, 0.09, 0.07, 0.08, 0.13, 0.12, 0.12, 0.12, 0.07]}

=====

(2)
{"formula": "C5H12O2", "method": "ωB97M-V/def2-TZVPD", "orbital_gap_ev": 10.89, "mol_weight_g_mol": 104.15, "charge": 0, "smiles": "CC[C@@H](O)[C@@H](C)O", "max_force_ev_per_a": 0.313, "relative_energy_ev": 0.566, "multiplicity": 1, "symbols": ["C", "C", "C", "O", "C", "C", "O", "H", "H", "H", "H", "H", "H", "H", "H", "H", "H", "H", "H"], "positions_angstrom": [[-1.745331, -2.030750, -0.065978], [-0.883376, -1.025574, 0.693553], [-0.007395, -0.204135, -0.253408], [-0.794531, 0.509842, -1.188378], [0.883541, 0.815759, 0.474863], [1.951832, 1.378000, -0.451043], [0.000305, 1.850565, 0.928052], [-2.308848, -1.522081, -0.853869], [-1.125026, -2.799704, -0.543055], [-2.454862, -2.537399, 0.596400], [-1.516648, -0.335162, 1.266466], [-0.242107, -1.544025, 1.419920], [0.631576, -0.885325, -0.832458], [-1.097858, 1.276433, -0.671687], [1.346399, 0.350240, 1.356504], [1.485034, 1.725669, -1.379189], [2.486008, 2.210489, 0.022691], [2.692421, 0.614544, -0.710575], [0.359796, 2.702189, 0.651447]], "forces_ev_per_angstrom": [[0.0, 0.0, 0.0], [0.0, 0.0, 0.1], [0.2, -0.2, 0.1], [-0.1, 0.1, 0.1], [0.1, -0.2, -0.1], [0.0, 0.0, 0.0], [0.1, 0.2, 0.0], [0.1, -0.1, 0.1], [-0.1, 0.1, 0.1], [0.1, 0.1, -0.1], [0.1, -0.1, -0.1], [-0.1, 0.1, -0.1], [-0.1, 0.1, 0.1], [-0.1, -0.1, -0.3], [-0.1, 0.1, -0.1], [0.1, 0.0, 0.1], [-0.1, -0.1, 0.0], [-0.1, 0.1, 0.1], [0.0, -0.1, 0.1]], "lowdin_charge": [-0.10, -0.21, -0.38, -0.04, -0.38, -0.04, -0.04, 0.07, 0.07, 0.07, 0.12, 0.11, 0.15, 0.09, 0.14, 0.09, 0.08, 0.09, 0.09]}

=====

(3)
{"formula": "C5H12O2", "method": "ωB97M-V/def2-TZVPD", "orbital_gap_ev": 8.31, "mol_weight_g_mol": 104.15, "charge": 0, "smiles": "C=CCCCO.O", "max_force_ev_per_a": 2.868, "relative_energy_ev": 4.291, "multiplicity": 1, "symbols": ["C", "O", "C", "C", "C", "C", "H", "H", "H", "H", "H", "H", "H", "H", "H", "H", "H", "H", "O"], "positions_angstrom": [[1.678638, -2.328551, -0.539237], [2.379014, -1.691744, 0.544694], [1.026499, -1.334801, -1.489353], [0.048179, -0.447621, -0.733005], [-1.378826, -0.929884, -0.834685], [-2.408046, -0.028917, -0.691202], [0.889469, -2.858504, 0.008876], [2.290902, -3.121326, -0.976168], [2.814149, -0.912288, 0.182633], [1.813657, -0.786899, -2.021077], [0.652101, -1.972258, -2.295301], [-0.026105, 0.572613, -1.138360], [0.298735, -0.398541, 0.322938], [-1.506352, -1.947589, -1.201547], [-2.315461, 0.883220, -1.277522], [-3.044397, 0.079371, 0.180867], [-1.818925, 5.738349, 3.587744], [-0.288722, 5.497895, 4.205903], [-1.104500, 5.987466, 4.163793]], "forces_ev_per_angstrom": [[-0.4, -0.2, 1.5], [0.1, 0.2, -0.5], [1.5, -0.7, -0.2], [-1.2, 0.1, -2.6], [-0.1, 0.5, -0.2], [1.0, 0.3, 0.1], [-0.1, -0.1, -0.3], [0.2, 0.4, -0.4], [0.2, -0.1, 0.1], [0.0, 0.3, 0.3], [-0.8, 0.3, 0.0], [0.6, 0.1, 0.3], [0.0, 0.1, 0.1], [-0.3, -0.7, 1.8], [0.9, 0.8, 1.1], [-1.5, -1.2, -0.9], [0.5, -0.9, -0.5], [-0.3, -0.7, -0.8], [-0.2, 1.6, 1.2]], "lowdin_charge": [-0.27, -0.09, -0.20, -0.21, -0.17, -0.02, 0.12, 0.11, 0.08, 0.11, 0.11, 0.12, 0.12, 0.10, 0.04, 0.05, 0.03, 0.03, -0.05]}

=====

Which formula does entry 2 have? C5H12O2